(1)
Density functional theory data (ωB97M-V/def2-TZVPD) for a structure of composition C36H32ClNO3PbTe.

Atoms and positions in Å:
1 Pb 1.2604 -0.5507 -2.0139
2 Te 5.5994 2.8208 -1.1546
3 Cl -8.6605 -1.9794 -1.4484
4 O 3.6405 -0.8024 -1.7399
5 O 1.0167 -0.3786 0.0777
6 O 1.9427 -0.9220 3.7027
7 N 1.3376 1.8915 -1.8076
8 C -2.8642 -1.8317 -1.6935
9 C -4.9960 -2.0080 -2.8371
10 C -6.3528 -2.0449 -2.7798
11 C -0.0076 2.9565 1.2357
12 C -3.4515 1.5924 -1.6755
13 C 3.7154 2.4700 -2.1404
14 C 0.3228 -2.0660 2.4275
15 C 2.6110 2.2251 -1.1359
16 C 6.2005 -1.1711 0.5576
17 C -1.1201 1.7615 -3.1801
18 C 4.7502 1.0959 1.2467
19 C -0.2191 3.9564 3.5393
20 C 5.5117 1.0987 0.0757
21 C -4.2166 -1.8531 -1.6378
22 C 0.7127 0.4807 2.2656
23 C 0.2488 -4.4657 2.2322
24 C 0.0784 2.8052 2.6178
25 C -2.2250 1.6668 -1.0334
26 C 0.2568 1.9464 -1.0999
27 C 5.4140 -1.1711 1.7023
28 C 6.2505 -0.0408 -0.2552
29 C -1.0472 1.7625 -1.7810
30 C -0.9776 -1.9854 1.9377
31 C 1.0769 -0.8487 2.8617
32 C 0.6858 0.6518 0.8828
33 C -2.3464 1.6585 -3.8158
34 C -6.9828 -1.9248 -1.5211
35 C -1.0504 -4.3864 1.7501
36 C 0.3104 1.9132 0.3794
37 C -3.5136 1.5876 -3.0634
38 C 0.4443 1.5566 3.1066
39 C -4.8993 -1.7261 -0.3777
40 C -1.6649 -3.1470 1.6158
41 C -6.2555 -1.7603 -0.3201
42 C 4.6931 -0.0357 2.0505
43 C 0.9262 -3.3089 2.5855
44 H 4.1847 -0.4626 -0.9994
45 H -2.1738 1.6856 0.0479
46 H 3.5223 3.3801 -2.7081
47 H -4.4740 1.5617 -3.5632
48 H 4.0943 -0.0307 2.9520
49 H 2.8809 1.4204 -0.4452
50 H -0.0510 3.6802 4.5785
51 H -2.3968 1.6835 -4.8965
52 H -0.2161 1.9024 -3.7591
53 H 6.7936 -2.0408 0.3033
54 H 0.5185 1.3986 4.1765
55 H -2.6997 -3.1052 1.2943
56 H -1.4561 -1.0147 1.8512
57 H 6.8792 -0.0361 -1.1373
58 H 4.2113 1.9889 1.5405
59 H -1.2558 4.2824 3.4418
60 H -2.2631 -1.7433 -0.7930
61 H 1.9260 -3.3534 2.9970
62 H 5.3802 -2.0461 2.3388
63 H 0.7232 -5.4301 2.3542
64 H 2.4662 3.1095 -0.5120
65 H -1.5920 -5.2907 1.5040
66 H 0.4161 4.8132 3.3122
67 H -4.3125 -1.6000 0.5240
68 H -6.7924 -1.6713 0.6138
69 H 4.1674 -1.5058 -2.1420
70 H -2.3527 -1.9219 -2.6454
71 H -0.2997 3.9149 0.8186
72 H -4.3627 1.5669 -1.0906
73 H -6.9606 -2.1687 -3.6651
74 H -4.4832 -2.1013 -3.7866
75 H 3.8226 1.6451 -2.8438

Total charge ... +2
Highest occupied orbital energy ... -12.20 eV
2S+1 ... 1
Kohn-Sham gap ... 3.8 eV

Here are the Löwdin charges for atoms 1 to 6, given in e: 1.537, 1.332, 0.889, -0.176, -0.336, 0.123



(2)
Density functional theory data (ωB97M-V/def2-TZVPD) for a structure of composition C36H32N5P2Pt.

Atoms and positions in Å:
1 Pt -0.1129 -0.2923 -0.4499
2 P -0.1122 -2.6046 0.4453
3 P 0.3837 1.6724 -1.8339
4 N -2.7416 2.5760 1.6803
5 N 0.4099 0.6770 1.5685
6 N -2.0772 0.9528 0.3660
7 N 0.7692 -1.2509 -1.9830
8 N -0.1521 1.8032 3.3617
9 C 3.8042 -2.5303 1.5886
10 C -1.5430 -4.8648 1.3552
11 C 1.0419 -2.5999 -1.9959
12 C 1.6107 0.8889 -2.9895
13 C -1.8537 4.1429 -4.2444
14 C 1.1454 3.0417 -0.9455
15 C 3.8297 -3.2988 2.7473
16 C -1.8893 1.5200 -3.3477
17 C -1.4113 -3.4777 1.3455
18 C -2.3221 -2.6944 2.0533
19 C 2.1223 -2.8250 -2.8005
20 C 2.4977 3.0446 -0.6114
21 C 1.4245 -2.8977 1.3872
22 C 3.0086 4.0196 0.2346
23 C 0.3059 4.0156 -0.3951
24 C -3.4629 -4.6734 2.7880
25 C -2.8464 3.2748 -4.6774
26 C 0.8209 4.9889 0.4447
27 C 0.1946 -3.4915 -1.1463
28 C -0.8726 3.7022 -3.3689
29 C 2.6570 -3.8605 3.2255
30 C -1.7747 1.6646 1.4270
31 C 2.6113 -2.3228 0.9162
32 C 1.4210 0.5629 2.4858
33 C 1.6979 -0.6076 -2.7870
34 C -3.2732 1.4259 -0.1007
35 C -3.7036 2.4363 0.7064
36 C -2.8614 1.9602 -4.2322
37 C 2.1745 4.9937 0.7609
38 C 1.0894 1.2604 3.6066
39 C 2.5453 -1.5456 -3.3051
40 C -0.8857 2.3864 -2.9119
41 C 1.4608 -3.6649 2.5471
42 C -2.5684 -5.4591 2.0728
43 C -3.3413 -3.2914 2.7797
44 C -0.5256 1.4188 2.1214
45 H -3.6299 1.2800 -4.5752
46 H -4.0461 -2.6832 3.3314
47 H -0.7817 -3.6570 -1.6114
48 H -4.2606 -5.1412 3.3498
49 H 4.0628 4.0191 0.4782
50 H -2.6716 -6.5360 2.0759
51 H 4.7185 -2.0925 1.2086
52 H 2.5773 -3.7809 -3.0074
53 H 2.6074 -1.7133 0.0191
54 H -3.7397 1.0153 -0.9791
55 H 4.7623 -3.4575 3.2726
56 H 1.6130 1.4222 4.5312
57 H -0.0961 4.3837 -3.0446
58 H -0.7517 4.0179 -0.6402
59 H -3.6064 3.6236 -5.3640
60 H -1.8355 5.1662 -4.5958
61 H -2.2237 -1.6151 2.0197
62 H 2.6686 -4.4593 4.1267
63 H -0.6932 2.3384 4.0184
64 H 0.1687 5.7549 0.8452
65 H 2.3138 -0.0040 2.2788
66 H 3.1575 2.2806 -1.0024
67 H -0.8433 -5.4785 0.7998
68 H -4.5837 3.0532 0.6824
69 H -1.8963 0.4925 -2.9989
70 H 3.3735 -1.3634 -3.9720
71 H 2.5763 5.7597 1.4108
72 H 0.6830 -4.4540 -0.9968
73 H -2.7361 3.2857 2.3927
74 H 0.5498 -4.1052 2.9341
75 H 2.5899 1.3552 -2.8716
76 H 1.2782 1.1159 -4.0056

Total charge ... +1
Highest occupied orbital energy (alpha / beta) ... -8.17 / -9.91 eV
2S+1 ... 3
Kohn-Sham gap (alpha / beta) ... 5.9 / 6.5 eV

Here are the Löwdin charges for atoms 1 to 6, given in e: 0.921, 0.963, 0.967, 0.125, -0.007, 0.021



(3)
Density functional theory data (ωB97M-V/def2-TZVPD) for a structure of composition C36H33FeN7S.

Atoms and positions in Å:
1 Fe 0.7160 -1.0450 0.5415
2 S 0.5716 4.2366 -3.3921
3 N 2.2114 -0.2426 1.6081
4 N -3.8751 4.9453 -4.0960
5 N 0.6801 0.4693 -0.8214
6 N 2.4018 -1.7080 -0.3801
7 N -0.3263 0.1348 1.6587
8 N 0.6520 -2.6478 1.9657
9 N 3.4265 -0.4498 1.3402
10 C -0.5757 -3.5149 -0.0029
11 C -0.3036 -2.4239 3.0777
12 C 3.7297 -2.6875 -2.1033
13 C 0.6635 1.8017 4.7918
14 C -1.3068 -4.5087 -0.6494
15 C 1.7625 2.2846 -1.9576
16 C -1.6173 0.6373 1.3799
17 C -3.1547 4.2148 -4.9419
18 C 2.6259 0.9143 3.7391
19 C -0.4832 0.9425 -1.2912
20 C -1.8988 5.2867 -2.7875
21 C -1.6470 -3.0324 -2.4957
22 C -0.9250 -2.0494 -1.8364
23 C -1.8634 -4.2648 -1.8909
24 C 2.0648 1.5856 4.7843
25 C 1.9561 -2.9762 2.5866
26 C 2.5112 -2.4236 -1.5056
27 C 0.1917 -3.8658 1.2362
28 C 0.5430 2.7759 -2.4284
29 C -1.8638 2.0100 1.3277
30 C -4.1300 1.6033 0.6181
31 C 1.7794 1.1580 -1.1707
32 C -3.1115 2.4845 0.9563
33 C -0.1609 1.3704 3.7906
34 C -0.4041 -2.2373 -0.5470
35 C 4.7962 -1.4727 -0.3473
36 C -2.6460 -0.2434 1.0480
37 C -0.6000 2.0677 -2.0809
38 C -1.1645 4.5105 -3.6710
39 C 4.8915 -2.2062 -1.5163
40 C -3.2504 5.4715 -3.0470
41 C -1.7978 3.9686 -4.7790
42 C -3.8891 0.2367 0.6649
43 C 3.5380 -1.2372 0.1832
44 C 1.7903 0.4565 2.6995
45 C 0.3784 0.6589 2.6831
46 H -2.4344 -5.0329 -2.3956
47 H -1.4240 -5.4816 -0.1842
48 H 2.6680 1.9397 5.6077
49 H 1.0703 -4.4567 0.9676
50 H -0.4018 -4.4860 1.9134
51 H 2.6902 -3.1877 1.8115
52 H 5.6590 -1.0699 0.1628
53 H -3.2842 3.5528 0.9183
54 H -0.3343 -3.3206 3.7023
55 H -5.0999 1.9779 0.3199
56 H 3.7555 -3.2732 -3.0108
57 H -3.8554 6.0731 -2.3780
58 H -3.6838 3.8042 -5.7943
59 H 2.6946 2.7828 -2.1883
60 H -1.0660 2.7073 1.5544
61 H -1.4334 5.7352 -1.9202
62 H -1.2527 3.3715 -5.4974
63 H 0.0084 -1.5868 3.6929
64 H -2.0400 -2.8404 -3.4864
65 H 1.8534 -3.8611 3.2211
66 H -1.3701 0.3954 -1.0209
67 H 0.2249 2.3157 5.6384
68 H 2.3008 -2.1547 3.2067
69 H 2.7266 0.8079 -0.7888
70 H -0.7562 -1.1253 -2.3729
71 H 1.5881 -2.8023 -1.9214
72 H -1.2271 1.5394 3.8457
73 H -2.4549 -1.3092 1.0507
74 H 3.6870 0.7109 3.6862
75 H -4.6725 -0.4624 0.4021
76 H -1.5844 2.3766 -2.4009
77 H 5.8574 -2.4004 -1.9629
78 H -1.2960 -2.2287 2.6798

Total charge ... +1
Highest occupied orbital energy (alpha / beta) ... -9.98 / -10.11 eV
2S+1 ... 2
Kohn-Sham gap (alpha / beta) ... 6.0 / 6.1 eV

Here are the Löwdin charges for atoms 1 to 6, given in e: 0.607, 1.054, -0.035, 0.075, 0.026, 0.056